# 1
Molecular formula: C31H45ClCoF5N2O2P2
Method: DFT, ωB97M-V/def2-TZVPD

```
! wB97M-V def2-TZVPD RIJCOSX def2/J DEFGRID3
* xyz 0 1
Co 1.0524 -0.2392 1.0000
C -5.3762 -1.0091 -1.2284
C -4.2141 -0.1738 -0.6844
C -4.3830 0.2095 0.7944
P -2.4264 -0.6454 -0.9433
C -2.3418 -1.3426 -2.6725
C -2.8209 -0.2814 -3.6655
C -2.9759 -2.7017 -2.9514
C -2.1202 -2.1322 0.0910
C -3.1217 -2.9402 0.6299
C -2.8286 -4.0190 1.4483
C -1.5089 -4.3192 1.7451
C -0.4988 -3.5206 1.2404
C -0.7913 -2.4260 0.4321
N 0.2924 -1.6262 -0.0508
C 0.8635 -2.0357 -1.2311
C 0.5692 -3.2458 -1.8926
C 1.1892 -3.5517 -3.0869
C 2.1152 -2.6937 -3.6796
C 2.4187 -1.5050 -3.0426
C 1.8069 -1.1803 -1.8383
P 1.9429 0.3293 -0.9107
C 3.5652 1.1038 -1.2751
C 4.7278 0.1181 -1.1424
C 3.8481 2.3784 -0.4759
C 0.5989 1.3990 -1.6043
C 0.3359 2.7280 -0.9007
C 0.7559 1.6084 -3.1117
H -6.3205 -0.5539 -0.9169
H -5.3861 -2.0441 -0.8929
H -5.3707 -1.0292 -2.3176
H -4.2382 0.7695 -1.2442
H -4.0814 -0.5906 1.4715
H -5.4253 0.4580 1.0066
H -3.7661 1.0747 1.0403
H -1.2611 -1.4517 -2.8240
H -3.9039 -0.1515 -3.6203
H -2.5680 -0.5705 -4.6883
H -2.3611 0.6892 -3.4666
H -4.0645 -2.6453 -2.9798
H -2.7006 -3.4390 -2.1970
H -2.6387 -3.0741 -3.9230
H -4.1585 -2.7178 0.4340
H -3.6335 -4.6186 1.8548
H -1.2645 -5.1652 2.3753
H 0.5348 -3.7351 1.4685
H -0.1414 -3.9351 -1.4604
H 0.9501 -4.4908 -3.5716
H 2.5864 -2.9540 -4.6173
H 3.1276 -0.8183 -3.4921
H 3.4650 1.3744 -2.3339
H 4.9033 -0.1415 -0.1012
H 5.6382 0.5893 -1.5196
H 4.5650 -0.8043 -1.6954
H 3.0011 3.0573 -0.4378
H 4.6874 2.9068 -0.9324
H 4.1246 2.1296 0.5466
H -0.2765 0.7604 -1.4322
H 1.0749 3.4835 -1.1714
H 0.3079 2.6256 0.1830
H -0.6379 3.0978 -1.2290
H 1.6598 2.1756 -3.3502
H -0.0926 2.1866 -3.4835
H 0.7859 0.6654 -3.6559
F 1.8995 -2.1027 2.5450
C 2.5143 -1.3417 1.5895
F 2.9757 -2.2162 0.6573
C 3.8106 -0.7993 2.3013
F 4.8860 -1.5210 1.9625
F 4.0904 0.4736 1.9597
F 3.7075 -0.8372 3.6263
Cl -0.8387 0.0598 2.2203
O 1.6186 0.9592 3.9833
C 1.5587 1.8081 3.0042
O 1.6157 1.4827 1.8255
C 1.3817 3.2617 3.3931
N 1.2302 3.3487 4.8518
C -0.1748 3.7140 5.1231
C -0.6125 4.5348 3.9153
C 0.0753 3.8116 2.7568
H 2.2610 3.8053 3.0456
H 1.8623 4.0327 5.2421
H 1.5513 1.5173 4.8006
H -0.2471 4.2378 6.0746
H -0.7700 2.8004 5.1930
H -0.2490 5.5614 4.0044
H -1.6949 4.5655 3.7984
H 0.2904 4.4620 1.9114
H -0.5371 2.9826 2.3956
*
```

largest force on an atom: 0.3 eV/A
HOMO-LUMO gap (alpha / beta): 7.2980 / 7.2971 eV


# 2
Molecular formula: C59H38BrGeN9O4Pt
Method: DFT, ωB97M-V/def2-TZVPD

```
! wB97M-V def2-TZVPD RIJCOSX def2/J DEFGRID3
* xyz 0 5
Pt -0.2224 -0.1607 0.0577
C 3.4983 3.6649 -3.6404
C 2.5477 4.6296 -3.3239
C 1.5648 4.3909 -2.3691
C 1.5514 3.1513 -1.7637
C 0.6598 2.5480 -0.7674
N 1.0355 1.2528 -0.5822
C 2.1330 0.9712 -1.3443
N 2.8018 -0.1449 -1.3574
C 2.3647 -1.2761 -0.8012
C 3.1965 -2.4326 -0.5350
C 4.5601 -2.6392 -0.6585
C 5.0700 -3.8486 -0.2122
C 4.2341 -4.8268 0.3302
C 2.8662 -4.6297 0.4417
C 2.3538 -3.4193 0.0035
C 1.0239 -2.8454 0.0325
N -0.0675 -3.4852 0.4376
C -1.2044 -2.9036 0.7086
N -1.4508 -1.5531 0.7348
C -2.6030 -1.3029 1.3870
N -3.0085 -0.1404 1.8664
C -2.3967 1.0023 1.6333
N -1.4226 1.2539 0.7359
C -1.0858 2.5867 0.7612
N -0.2538 3.1871 -0.0840
C -1.7798 3.2215 1.8340
C -1.7145 4.5178 2.4118
C -2.1052 4.6419 3.7048
C -2.4676 3.4253 4.4891
C -3.0851 2.3550 3.6740
C -2.5822 2.2023 2.4382
C -3.2473 -2.5799 1.6941
C -4.4378 -2.8789 2.3264
C -4.7396 -4.2219 2.5181
C -3.8619 -5.2221 2.1082
C -2.6545 -4.9190 1.4895
C -2.3672 -3.5850 1.2745
N 1.0897 -1.5671 -0.4446
C 2.4918 2.1718 -2.1021
C 3.4860 2.4168 -3.0262
H 4.2482 3.8915 -4.3864
H 2.5656 5.5832 -3.8347
H 0.8253 5.1418 -2.1254
H 5.1954 -1.8723 -1.0811
H 6.1326 -4.0399 -0.2812
H 4.6657 -5.7578 0.6734
H 2.2184 -5.3835 0.8686
H -1.3507 5.3525 1.8272
H -2.0268 5.5865 4.2265
H -3.0253 3.6364 5.3998
H -3.7084 1.6042 4.1411
H -5.1038 -2.0941 2.6603
H -5.6722 -4.4961 2.9934
H -4.1294 -6.2574 2.2742
H -1.9588 -5.6912 1.1906
H 4.2158 1.6549 -3.2643
Br -5.6232 1.9340 -5.9994
C -3.8601 1.4446 -5.5004
C -2.8534 1.4188 -6.4550
N -1.6038 1.0927 -6.1540
C -1.3147 0.7683 -4.8976
C -2.2662 0.7589 -3.8843
C -3.5706 1.1141 -4.1905
C -1.9095 0.3732 -2.4571
O -2.7925 0.4616 -1.6006
O -0.7026 -0.0234 -2.3098
H -3.0597 1.6634 -7.4906
H -0.2860 0.5053 -4.6869
H -4.3198 1.1244 -3.4112
O 1.5353 0.4736 3.4703
C 1.0242 -0.2147 2.5769
O 0.6926 0.1578 1.4052
C 0.8157 -1.7160 2.9549
C -0.3015 -1.9422 3.9911
Ge -0.1514 -1.2167 5.8520
C 1.3601 -2.0366 6.7958
C 1.1563 -3.0732 7.7039
C 2.2355 -3.7015 8.3094
C 3.5293 -3.2995 8.0094
C 3.7421 -2.2580 7.1166
C 2.6629 -1.6295 6.5116
C -1.8610 -1.7505 6.7022
C -2.8408 -2.4666 6.0184
C -4.0595 -2.7587 6.6178
C -4.3169 -2.3389 7.9138
C -3.3503 -1.6249 8.6096
C -2.1379 -1.3312 8.0038
C -0.2205 0.7408 6.0512
C 0.4977 1.5280 6.9681
C 0.4222 2.9366 6.8956
C -0.2823 3.5669 5.9189
C -1.0056 2.7992 4.8779
C -0.9926 1.3401 5.1151
H 1.7733 -2.0710 3.3435
H 0.5816 -2.2602 2.0417
H -0.3995 -3.0235 4.1426
H -1.2574 -1.6049 3.5790
H 0.1452 -3.3890 7.9377
H 2.0675 -4.5055 9.0155
H 4.3732 -3.7969 8.4711
H 4.7510 -1.9348 6.8916
H 2.8207 -0.8156 5.8106
H -2.6603 -2.8018 5.0024
H -4.8131 -3.3153 6.0724
H -5.2666 -2.5657 8.3819
H -3.5489 -1.2962 9.6224
H -1.3924 -0.7613 8.5499
H 1.1353 1.0582 7.7070
H 0.9874 3.5265 7.6076
H -0.2560 4.6470 5.8308
H -0.4958 2.9380 3.9066
H -1.4929 0.7156 4.3830
*
```

largest force on an atom: 14.9 eV/A
⟨S²⟩: 6.133
HOMO-LUMO gap (alpha / beta): 4.2614 / 5.9149 eV


# 3
Molecular formula: C14H16O2
Method: DFT, ωB97M-V/def2-TZVPD

```
! wB97M-V def2-TZVPD RIJCOSX def2/J DEFGRID3
* xyz 0 1
C 2.1367 -1.6055 -1.5129
C 1.9530 -1.4433 -0.0541
C 2.9943 -1.1671 0.8631
C 2.6625 -0.6502 2.1045
C 1.3302 -0.6968 2.5228
O 1.0271 -0.1791 3.7458
C 0.3865 -1.4275 1.7947
C 0.6499 -1.7150 0.4755
H 1.2107 -1.7059 -2.1921
H 2.6925 -2.4905 -1.7536
H 2.7608 -0.7849 -1.8651
H 4.0182 -1.2789 0.5529
H 3.0868 0.1552 2.7043
H 0.1710 0.2632 3.6986
H -0.4500 -1.9025 2.3508
H 0.0013 -2.0702 -0.2966
C -2.5637 -0.4216 -2.5327
C -1.9921 0.4840 -1.4122
C -2.9247 1.1405 -0.5791
C -2.4614 2.0984 0.2924
C -1.0874 2.3349 0.3968
O -0.8176 3.3175 1.3577
C -0.1615 1.8657 -0.4914
C -0.6633 0.8185 -1.3152
H -3.2790 -1.1594 -2.1715
H -1.8520 -0.9907 -3.2116
H -3.0663 0.2127 -3.2709
H -3.9011 0.7244 -0.5441
H -3.0595 2.7457 0.9270
H 0.1150 3.2519 1.5893
H 0.8979 2.0726 -0.5400
H 0.1851 0.2039 -1.6330
*
```

largest force on an atom: 2.7 eV/A
structure (SMILES): Cc1ccc(O)cc1.Cc1ccc(O)cc1
HOMO-LUMO gap: 8.9519 eV


Copy entry 1 word for word.
Molecular formula: C31H45ClCoF5N2O2P2
Method: DFT, ωB97M-V/def2-TZVPD

```
! wB97M-V def2-TZVPD RIJCOSX def2/J DEFGRID3
* xyz 0 1
Co 1.0524 -0.2392 1.0000
C -5.3762 -1.0091 -1.2284
C -4.2141 -0.1738 -0.6844
C -4.3830 0.2095 0.7944
P -2.4264 -0.6454 -0.9433
C -2.3418 -1.3426 -2.6725
C -2.8209 -0.2814 -3.6655
C -2.9759 -2.7017 -2.9514
C -2.1202 -2.1322 0.0910
C -3.1217 -2.9402 0.6299
C -2.8286 -4.0190 1.4483
C -1.5089 -4.3192 1.7451
C -0.4988 -3.5206 1.2404
C -0.7913 -2.4260 0.4321
N 0.2924 -1.6262 -0.0508
C 0.8635 -2.0357 -1.2311
C 0.5692 -3.2458 -1.8926
C 1.1892 -3.5517 -3.0869
C 2.1152 -2.6937 -3.6796
C 2.4187 -1.5050 -3.0426
C 1.8069 -1.1803 -1.8383
P 1.9429 0.3293 -0.9107
C 3.5652 1.1038 -1.2751
C 4.7278 0.1181 -1.1424
C 3.8481 2.3784 -0.4759
C 0.5989 1.3990 -1.6043
C 0.3359 2.7280 -0.9007
C 0.7559 1.6084 -3.1117
H -6.3205 -0.5539 -0.9169
H -5.3861 -2.0441 -0.8929
H -5.3707 -1.0292 -2.3176
H -4.2382 0.7695 -1.2442
H -4.0814 -0.5906 1.4715
H -5.4253 0.4580 1.0066
H -3.7661 1.0747 1.0403
H -1.2611 -1.4517 -2.8240
H -3.9039 -0.1515 -3.6203
H -2.5680 -0.5705 -4.6883
H -2.3611 0.6892 -3.4666
H -4.0645 -2.6453 -2.9798
H -2.7006 -3.4390 -2.1970
H -2.6387 -3.0741 -3.9230
H -4.1585 -2.7178 0.4340
H -3.6335 -4.6186 1.8548
H -1.2645 -5.1652 2.3753
H 0.5348 -3.7351 1.4685
H -0.1414 -3.9351 -1.4604
H 0.9501 -4.4908 -3.5716
H 2.5864 -2.9540 -4.6173
H 3.1276 -0.8183 -3.4921
H 3.4650 1.3744 -2.3339
H 4.9033 -0.1415 -0.1012
H 5.6382 0.5893 -1.5196
H 4.5650 -0.8043 -1.6954
H 3.0011 3.0573 -0.4378
H 4.6874 2.9068 -0.9324
H 4.1246 2.1296 0.5466
H -0.2765 0.7604 -1.4322
H 1.0749 3.4835 -1.1714
H 0.3079 2.6256 0.1830
H -0.6379 3.0978 -1.2290
H 1.6598 2.1756 -3.3502
H -0.0926 2.1866 -3.4835
H 0.7859 0.6654 -3.6559
F 1.8995 -2.1027 2.5450
C 2.5143 -1.3417 1.5895
F 2.9757 -2.2162 0.6573
C 3.8106 -0.7993 2.3013
F 4.8860 -1.5210 1.9625
F 4.0904 0.4736 1.9597
F 3.7075 -0.8372 3.6263
Cl -0.8387 0.0598 2.2203
O 1.6186 0.9592 3.9833
C 1.5587 1.8081 3.0042
O 1.6157 1.4827 1.8255
C 1.3817 3.2617 3.3931
N 1.2302 3.3487 4.8518
C -0.1748 3.7140 5.1231
C -0.6125 4.5348 3.9153
C 0.0753 3.8116 2.7568
H 2.2610 3.8053 3.0456
H 1.8623 4.0327 5.2421
H 1.5513 1.5173 4.8006
H -0.2471 4.2378 6.0746
H -0.7700 2.8004 5.1930
H -0.2490 5.5614 4.0044
H -1.6949 4.5655 3.7984
H 0.2904 4.4620 1.9114
H -0.5371 2.9826 2.3956
*
```

largest force on an atom: 0.3 eV/A
HOMO-LUMO gap (alpha / beta): 7.2980 / 7.2971 eV


Which of these has the highest largest force on an atom? C59H38BrGeN9O4Pt


The highest largest force on an atom belongs to which entry? C59H38BrGeN9O4Pt